Entry 1:
Here is a structure of composition C15H29N4O5V from the OMol25 dataset. Energies are from ωB97M-V/def2-TZVPD.

As for the total energy: -2127.802198 Eh. As for the HOMO energy (alpha / beta): -11.76 / -11.76 eV. Its spin multiplicity is 4. The value obtained for the HOMO-LUMO gap (alpha / beta) is 4.6 / 4.9 eV. The maximum force comes out at 3.6 eV/A. The calculation puts the energy relative to the best compared isomer or geometry (same formula, charge and spin) at 139.46 kJ/mol. Its charge is +1.

Structure (XYZ):
```
54
Properties=species:S:1:pos:R:3:forces:R:3
V -25.308 -22.009 -7.049 -3.0 1.9 0.3
C -28.833 -19.991 -6.851 0.9 0.1 0.5
C -27.502 -20.703 -6.914 -0.4 1.0 -0.7
O -26.753 -20.572 -7.941 1.3 -1.3 0.3
O -27.079 -21.397 -5.950 1.6 -1.3 0.1
H -29.624 -20.725 -6.708 -0.2 0.1 -0.3
H -28.948 -19.319 -7.695 -0.2 -0.4 -0.3
H -28.828 -19.358 -5.960 0.0 -0.1 0.1
C -24.747 -15.695 -5.042 0.4 -0.1 -0.1
O -23.920 -14.826 -5.136 0.1 0.3 0.1
N -25.033 -16.568 -6.040 -0.5 -1.2 -0.1
C -26.045 -17.589 -5.922 0.0 -0.8 -0.9
C -24.392 -16.552 -7.335 0.2 0.6 -0.1
H -25.321 -15.892 -4.127 -0.2 0.0 0.1
H -26.922 -17.317 -6.523 -0.3 0.1 0.5
H -26.276 -17.973 -4.928 -0.1 0.8 0.2
H -25.713 -18.501 -6.443 0.4 0.1 0.0
H -23.722 -17.404 -7.482 0.0 0.0 0.2
H -25.135 -16.588 -8.137 -0.1 0.1 0.1
H -23.824 -15.628 -7.427 0.0 -0.1 0.0
C -30.012 -20.897 -10.888 -1.3 -0.4 -0.6
O -31.033 -21.360 -11.366 0.3 0.2 0.3
N -29.463 -19.731 -11.275 0.8 -0.4 0.8
C -28.125 -19.387 -10.815 -0.9 1.6 0.1
C -30.131 -18.874 -12.231 0.5 0.1 -0.3
H -29.509 -21.420 -10.058 0.4 0.1 -0.1
H -28.267 -18.465 -10.230 0.5 -0.1 0.1
H -27.463 -19.103 -11.636 0.0 -0.4 -0.1
H -27.680 -20.133 -10.167 -0.1 -0.2 -0.2
H -29.715 -17.866 -12.180 0.3 -0.1 0.1
H -29.932 -19.284 -13.223 -0.5 0.3 -0.2
H -31.189 -18.751 -12.016 -0.1 -0.5 -0.1
C -31.890 -17.147 -9.060 1.3 0.0 0.2
C -32.514 -16.460 -7.864 -0.9 -0.5 0.1
O -32.845 -17.127 -6.907 0.3 0.0 0.1
C -32.793 -15.000 -7.928 -0.1 0.6 -0.4
H -31.494 -16.486 -9.831 -0.7 0.1 -0.2
H -32.517 -17.949 -9.437 -0.1 0.1 -0.1
H -30.961 -17.614 -8.702 -0.3 -0.2 0.2
H -33.787 -14.802 -8.346 0.1 -0.4 -0.3
H -32.075 -14.543 -8.609 0.0 0.4 0.3
H -32.868 -14.533 -6.948 0.5 -0.1 0.1
C -29.227 -20.883 -3.213 0.5 -0.4 0.4
C -28.967 -22.230 -2.727 -0.2 -0.7 -0.1
N -28.783 -23.299 -2.347 0.1 0.2 -0.1
H -29.383 -20.879 -4.287 -0.1 -0.1 0.0
H -28.304 -20.343 -2.995 -0.4 0.5 0.0
H -30.100 -20.514 -2.683 0.2 0.4 0.0
C -31.334 -18.363 -4.058 -0.3 1.1 -0.8
C -31.855 -17.846 -2.803 0.1 -0.6 -0.4
N -32.242 -17.372 -1.838 -0.2 0.2 0.6
H -30.317 -17.978 -4.155 0.1 -0.4 0.0
H -31.898 -17.873 -4.860 0.0 0.0 0.0
H -31.431 -19.425 -4.245 0.1 -0.1 0.5
```
Forces are in eV/Å.

Löwdin atomic charge list, values in e, 4 entries: 1.46, 0.04, -0.66, -0.10

---

Entry 2:
Here is a structure of composition C15H29N5Ti from the OMol25 dataset. Energies are from ωB97M-V/def2-TZVPD.

As for the total energy: -1711.698551 Eh. As for the HOMO energy (alpha / beta): -12.77 / -16.26 eV. Its spin multiplicity is 3. The value obtained for the HOMO-LUMO gap (alpha / beta) is 7.0 / 10.4 eV. The maximum force comes out at 2.5 eV/A. The calculation puts the energy relative to the best compared isomer or geometry (same formula, charge and spin) at 67.28 kJ/mol. Its charge is +2.

Structure (XYZ):
```
50
Properties=species:S:1:pos:R:3:forces:R:3
Ti 0.141 -0.273 0.273 0.2 -0.4 -0.1
C -0.647 -0.592 -3.294 0.0 0.6 0.0
C -0.904 -1.795 -2.394 -1.2 -0.3 0.4
N -1.191 -1.530 -0.931 0.4 -1.7 -0.3
C -2.500 -0.909 -0.676 -0.9 -0.9 -0.3
C -2.417 0.601 -0.884 -0.1 -0.2 0.7
N -1.417 1.192 0.059 -1.6 0.2 0.1
C -1.419 2.676 -0.096 -0.5 -0.9 0.2
C -0.650 3.318 1.047 -0.3 0.5 0.8
C 0.531 2.523 1.688 0.9 0.6 -0.3
N 1.220 1.546 0.762 1.3 0.8 1.2
C 1.849 2.237 -0.443 -0.3 -0.8 1.3
C 2.274 1.128 -1.403 -0.7 0.3 -0.2
N 1.107 0.189 -1.595 1.9 -1.5 -0.5
C 0.490 0.416 -2.926 -0.4 -1.1 0.1
H -1.589 -0.034 -3.513 0.7 -0.6 0.2
H -0.342 -1.065 -4.228 -0.2 0.2 -0.2
H -0.090 -2.537 -2.378 -0.2 0.4 -0.3
H -1.820 -2.276 -2.850 1.0 0.1 0.6
H -1.087 -2.482 -0.479 -0.7 1.4 -0.5
H -2.802 -1.190 0.366 0.2 0.5 -0.7
H -3.300 -1.354 -1.337 0.7 0.5 0.5
H -3.400 1.014 -0.679 -0.2 0.2 -0.1
H -2.133 0.889 -1.896 -0.1 -0.1 0.2
H -1.815 1.040 0.994 -0.1 0.0 -0.1
H -2.467 3.012 0.002 0.4 0.0 -0.4
H -1.099 2.838 -1.126 0.3 0.5 0.2
H -1.408 3.448 1.866 0.8 0.1 -0.6
H -0.380 4.352 0.744 0.1 -0.7 0.3
H 0.214 1.942 2.578 0.1 0.4 -0.5
H 1.315 3.261 2.028 -0.9 -0.6 -0.1
H 1.996 1.173 1.359 -0.6 0.5 -0.8
H 2.686 2.866 -0.110 -0.1 -0.2 -0.3
H 1.071 2.894 -0.841 0.2 -0.2 -0.3
H 3.126 0.549 -1.038 -0.1 0.3 0.1
H 2.531 1.551 -2.376 0.3 0.0 0.1
H 1.560 -0.766 -1.660 -0.6 1.2 -0.2
H 1.266 0.222 -3.681 -0.2 0.9 0.2
H 0.113 1.439 -2.890 0.2 0.0 -0.5
C 1.203 -3.724 3.730 -1.1 1.3 -0.3
C 1.943 -3.704 2.556 1.0 -0.8 0.1
C 1.776 -2.719 1.627 -2.0 1.5 0.2
N 0.778 -1.769 1.778 1.0 0.1 0.4
C 0.051 -1.745 2.938 0.9 -1.1 -1.0
C 0.224 -2.712 3.911 0.8 -0.3 -0.2
H 1.348 -4.464 4.488 0.1 -0.3 0.2
H 2.729 -4.423 2.304 -0.4 0.0 0.6
H 2.421 -2.678 0.747 -0.4 0.2 0.2
H -0.699 -0.970 3.087 0.2 0.0 -0.3
H -0.386 -2.608 4.793 0.1 -0.4 0.2
```
Forces are in eV/Å.

Löwdin atomic charge list, values in e, 4 entries: 0.87, -0.15, -0.17, -0.17

---

Entry 3:
Here is a structure of composition C15H29O8PS2Yb from the OMol25 dataset. Energies are from ωB97M-V/def2-TZVPD.

As for the total energy: -3486.496706 Eh. As for the HOMO energy: -13.23 eV. The value obtained for the HOMO-LUMO gap is 5.3 eV. The maximum force comes out at 16.1 eV/A. Its charge is +2.

Structure (XYZ):
```
56
Properties=species:S:1:pos:R:3:forces:R:3
C -2.632 -1.196 -6.576 0.1 0.5 -0.4
C -1.236 -1.516 -5.958 -1.9 -0.2 -1.2
O -0.963 -2.659 -5.804 1.0 -0.4 0.7
O -0.324 -0.493 -5.594 -1.0 0.2 0.7
C -0.105 -0.573 -4.188 1.3 -0.7 0.6
C 0.946 0.488 -3.692 -0.5 0.2 -1.1
C 0.274 1.762 -3.077 1.3 0.0 0.4
C 0.776 1.854 -1.593 -0.2 0.0 -1.0
C 0.182 3.018 -0.754 -0.1 0.3 0.0
C 0.186 2.538 0.722 0.4 0.1 -0.4
C -0.859 1.380 0.760 -0.9 0.4 0.6
C -0.806 0.461 2.007 -0.6 -1.1 -1.5
C 0.600 -0.258 2.103 -1.7 1.1 2.2
C 1.363 0.584 3.215 1.1 -1.2 -0.5
C 1.155 0.083 4.692 -0.3 0.6 0.8
C -0.022 0.823 5.465 -0.3 0.6 -0.4
S -1.578 -0.179 5.476 -0.1 -0.5 -0.2
O 1.415 -0.090 0.867 0.2 -2.3 -2.6
S 1.110 -1.311 -0.152 -5.6 -0.8 3.0
O 2.241 -1.590 -1.065 -3.4 -1.0 14.3
O -0.064 -1.222 -1.005 1.8 0.2 1.3
O 0.788 -2.510 0.938 0.9 3.0 -1.9
C 0.641 -1.834 2.263 3.3 -0.6 0.7
P -0.734 -2.699 3.254 -3.0 -0.3 1.8
O -0.076 -3.510 4.567 0.7 0.9 -2.5
O -1.422 -3.934 2.315 1.9 1.4 0.2
H -3.016 -2.106 -7.102 0.7 0.6 0.6
H -3.396 -0.962 -5.788 0.9 0.1 -0.6
H -2.597 -0.382 -7.338 0.0 -0.4 0.8
H -1.060 -0.455 -3.613 0.8 -0.3 -0.4
H 0.356 -1.604 -4.003 -0.8 0.6 0.1
H 1.612 0.739 -4.559 -0.4 -0.2 0.6
H 1.618 0.029 -2.883 -1.6 1.5 -0.7
H -0.829 1.656 -3.176 0.8 0.3 0.2
H 0.634 2.681 -3.594 -0.6 -0.7 0.1
H 0.542 0.847 -1.163 0.3 1.5 -0.3
H 1.897 1.940 -1.655 -0.8 0.1 0.2
H 0.750 3.968 -0.940 -0.4 -0.9 0.3
H -0.878 3.238 -1.057 0.9 -0.3 0.1
H -0.023 3.337 1.483 -0.1 -0.7 -0.8
H 1.242 2.217 0.930 -1.0 0.1 0.0
H -0.849 0.734 -0.155 0.0 0.8 1.0
H -1.871 1.874 0.753 0.9 -0.5 0.0
H -1.102 1.043 2.912 0.7 -0.8 -0.5
H -1.591 -0.336 1.870 0.6 0.8 0.2
H 2.459 0.514 2.965 -0.9 0.0 0.3
H 1.093 1.659 3.077 0.1 -1.0 0.3
H 1.036 -1.025 4.795 0.1 0.8 -0.2
H 2.095 0.345 5.247 -0.8 -0.3 -0.5
H -0.243 1.754 4.877 0.3 -0.6 1.0
H 0.228 1.047 6.524 0.1 0.0 -0.9
H -2.471 0.390 6.342 1.0 0.3 -0.2
H 1.690 -1.968 2.668 -1.1 -0.2 0.2
H 0.875 -3.683 4.443 -0.3 -0.4 0.3
H -1.885 -3.454 1.602 -0.2 -0.5 0.3
Yb 2.827 -1.454 -2.650 6.3 0.0 -14.9
```
Forces are in eV/Å.

Löwdin atomic charge list, values in e, 4 entries: 0.03, -0.46, 0.14, -0.03